Formula: C34H56Br2NO43PS11
Source: the OMol25 dataset
Level of theory: ωB97M-V with the def2-TZVPD basis set

Its largest force on an atom is 4.9 eV Å⁻¹. The SMILES is C[C@@H](O)Cc1c([C@H](Br)[C@@H](C)Br)cc2c(c1[PH2]=S)C(=O)NC2=O.O=S1(=O)OCCO1.O=S1(=O)OCCO1.O=S1(=O)OCCO1.O=S1(=O)OCCO1.O=S1(=O)OCCO1.O=S1(=O)OCCO1.O=S1(=O)OCCO1.O=S1(=O)OCCO1.O=S1(=O)OCCO1.O=S1(=O)OCCO1. Its charge is 0. Its gap between HOMO and LUMO is 7.061 eV.

Each line ends with the Mulliken charge.
Positions of all 148 atoms, in Å:
C 4.673 0.150 2.094  -0.75
C 3.364 -0.284 2.904  0.22
O 3.558 -0.436 4.334  -0.54
C 2.076 0.656 2.692  -1.27
C 2.285 1.889 1.703  0.93
C 1.735 1.915 0.225  1.00
C 0.919 0.650 -0.370  -0.88
Br 2.014 -1.041 -0.270  -0.11
C 0.530 0.833 -1.930  -0.22
C 1.903 0.717 -2.808  -0.60
Br -0.589 -0.736 -2.537  -0.17
C 1.958 3.206 -0.645  -0.75
C 2.718 4.447 -0.120  0.14
C 3.254 4.411 1.334  -0.19
C 3.040 3.171 2.223  0.44
P 3.750 3.269 4.000  0.26
S 2.620 4.259 5.232  -0.39
C 3.937 5.820 1.604  0.04
O 4.503 6.292 2.615  -0.55
N 3.728 6.549 0.332  -0.22
C 3.062 5.843 -0.791  0.12
O 2.832 6.293 -1.938  -0.60
H 4.613 -0.201 0.997  0.09
H 5.548 -0.463 2.545  0.48
H 4.971 1.244 2.202  0.08
H 3.070 -1.333 2.509  0.13
H 4.388 -0.916 4.534  0.40
H 1.775 1.073 3.710  0.53
H 1.236 0.003 2.249  0.18
H -0.068 0.568 0.200  0.66
H -0.009 1.832 -2.135  0.53
H 2.799 1.081 -2.170  0.00
H 1.850 1.433 -3.706  0.26
H 2.128 -0.363 -3.118  0.37
H 1.546 3.287 -1.717  0.09
H 4.993 4.004 3.847  0.12
H 4.139 1.963 4.473  0.12
H 4.560 7.008 -0.065  0.28
C 6.888 3.773 -1.922  -0.42
C 7.413 2.881 -3.037  -0.50
O 6.920 1.577 -2.729  -0.12
S 5.483 1.713 -1.993  0.94
O 4.454 1.528 -2.975  -0.67
O 5.529 0.972 -0.769  -0.53
O 5.571 3.295 -1.645  -0.16
H 7.488 3.664 -1.014  0.33
H 6.859 4.823 -2.214  0.33
H 8.501 2.879 -3.091  0.33
H 7.002 3.177 -4.006  0.32
C -0.538 -3.749 0.397  -0.16
C -0.162 -4.110 -1.030  -0.17
O 0.565 -5.336 -0.923  -0.33
S -0.021 -6.190 0.329  1.10
O -0.956 -7.151 -0.180  -0.58
O 1.071 -6.545 1.185  -0.55
O -0.858 -4.990 1.029  -0.30
H 0.307 -3.304 0.928  0.19
H -1.390 -3.069 0.439  0.32
H 0.448 -3.342 -1.506  0.12
H -1.051 -4.296 -1.639  0.29
C -2.839 5.011 2.288  0.21
C -2.094 5.208 0.977  -0.36
O -0.900 4.437 1.111  -0.21
S -1.208 3.141 2.037  1.15
O -1.461 2.022 1.175  -0.64
O -0.246 3.103 3.096  -0.58
O -2.625 3.643 2.642  -0.24
H -2.419 5.637 3.078  0.24
H -3.902 5.217 2.195  -0.33
H -1.858 6.254 0.785  0.36
H -2.665 4.804 0.135  0.37
C -6.139 9.349 2.725  -0.37
C -5.747 8.989 1.301  -0.36
O -5.027 7.761 1.415  -0.25
S -5.628 6.908 2.657  1.03
O -6.558 5.951 2.136  -0.46
O -4.547 6.548 3.526  -0.54
O -6.470 8.108 3.350  -0.30
H -5.298 9.790 3.267  0.29
H -6.989 10.031 2.759  0.33
H -5.129 9.756 0.833  0.32
H -6.630 8.807 0.682  0.30
C 1.328 -7.361 -2.969  -0.10
C 1.459 -8.875 -2.960  -0.02
O 1.155 -9.282 -4.296  -0.36
S 1.641 -8.124 -5.324  1.07
O 2.927 -8.490 -5.838  -0.54
O 0.538 -7.776 -6.167  -0.54
O 1.852 -6.943 -4.230  -0.32
H 0.279 -7.056 -2.917  0.20
H 1.881 -6.896 -2.154  0.18
H 0.779 -9.347 -2.249  0.28
H 2.485 -9.180 -2.738  0.27
C 8.671 -3.208 -3.641  -0.32
C 8.405 -2.681 -2.240  -0.19
O 9.480 -1.779 -1.973  -0.30
S 9.939 -1.077 -3.362  1.01
O 9.300 0.203 -3.451  -0.40
O 11.351 -1.252 -3.513  -0.55
O 9.179 -2.092 -4.374  -0.32
H 9.439 -3.987 -3.631  0.28
H 7.768 -3.596 -4.114  0.32
H 8.376 -3.476 -1.495  0.32
H 7.470 -2.113 -2.202  0.16
C 4.152 -11.440 1.228  -0.31
C 3.276 -10.207 1.390  -0.29
O 4.049 -9.132 0.856  -0.27
S 4.973 -9.694 -0.353  1.05
O 4.308 -9.418 -1.593  -0.53
O 6.329 -9.314 -0.099  -0.56
O 4.807 -11.275 -0.030  -0.31
H 4.918 -11.486 2.008  0.28
H 3.571 -12.363 1.237  0.31
H 3.017 -10.015 2.431  0.32
H 2.360 -10.293 0.798  0.23
C -6.891 2.375 1.380  -0.30
C -8.154 3.010 1.935  -0.15
O -9.223 2.420 1.192  -0.37
S -8.817 0.900 0.799  1.04
O -9.411 0.012 1.755  -0.56
O -8.982 0.741 -0.615  -0.55
O -7.234 1.010 1.127  -0.22
H -6.602 2.834 0.430  0.31
H -6.057 2.435 2.079  0.29
H -8.158 4.094 1.823  0.20
H -8.293 2.754 2.990  0.32
C -8.932 1.569 -4.832  -0.37
C -9.218 2.100 -3.437  -0.16
O -8.147 3.002 -3.156  -0.22
S -7.667 3.700 -4.540  1.06
O -8.302 4.980 -4.642  -0.55
O -6.252 3.523 -4.668  -0.53
O -8.412 2.682 -5.561  -0.31
H -8.165 0.789 -4.808  0.31
H -9.827 1.180 -5.317  0.31
H -9.260 1.307 -2.690  0.27
H -10.153 2.668 -3.416  0.25
C -7.065 -2.264 4.086  -0.23
C -5.566 -2.519 4.036  -0.36
O -4.970 -1.222 4.056  -0.24
S -5.905 -0.224 4.930  0.91
O -5.368 -0.148 6.255  -0.55
O -6.189 0.935 4.139  -0.37
O -7.230 -1.157 4.973  -0.31
H -7.450 -1.974 3.104  0.17
H -7.619 -3.130 4.450  0.33
H -5.267 -3.066 3.141  0.35
H -5.228 -3.061 4.923  0.28


Formula: C34H56Br33IN3O5
Source: the OMol25 dataset
Level of theory: ωB97M-V with the def2-TZVPD basis set

Its largest force on an atom is 5.1 eV Å⁻¹. Its charge is +1. Its gap between HOMO and LUMO is 6.946 eV.

Each line ends with the Mulliken charge.
Positions of all 132 atoms, in Å:
C -2.240 -3.096 2.127  -0.07
O -1.570 -4.222 2.788  -0.50
C -0.276 -3.676 3.179  0.62
C 0.807 -4.825 3.536  -0.87
C 2.206 -4.603 2.787  0.13
C 2.838 -3.135 2.947  0.82
C 3.946 -3.026 4.134  -0.96
C 5.256 -2.305 3.538  -0.64
C 5.104 -0.710 3.353  -0.43
C 5.595 -0.219 1.887  -0.90
C 4.297 -0.269 0.894  0.91
C 4.466 0.968 -0.118  -1.31
C 3.132 1.398 -0.908  1.10
N 2.129 0.311 -1.110  0.55
C 1.577 0.462 -2.499  -0.59
C 0.388 -0.540 -2.883  -0.03
C 0.827 -2.099 -2.927  -1.03
I -0.963 -3.342 -2.794  0.02
C 1.108 0.252 -0.080  -2.35
N 0.681 -0.984 0.256  1.07
N 0.511 1.344 0.667  1.26
C 1.292 1.762 1.863  -0.02
C 0.454 2.608 2.950  -0.95
C -1.125 2.333 2.942  -0.36
C -1.557 0.851 3.392  0.44
O -2.861 0.978 4.044  -0.36
C -3.830 0.122 3.462  0.17
O -4.655 -0.420 4.248  -0.58
C 0.037 2.463 -0.180  0.06
C -1.437 2.049 -0.705  0.03
O -2.102 2.761 -1.488  -0.65
O -2.025 0.846 -0.229  0.14
H -2.086 -2.171 2.800  0.08
H -3.350 -3.306 1.947  0.31
H -1.695 -2.887 1.132  -0.04
H 0.130 -3.014 2.321  -0.48
H -0.432 -2.987 4.084  0.21
H 0.935 -4.961 4.662  0.31
H 0.360 -5.812 3.140  0.31
H 2.965 -5.361 3.183  0.53
H 2.103 -4.825 1.660  -0.59
H 3.375 -2.886 1.968  -0.27
H 2.081 -2.302 3.143  -0.23
H 3.516 -2.498 5.062  0.31
H 4.231 -4.082 4.472  0.39
H 6.096 -2.470 4.306  0.34
H 5.522 -2.803 2.546  0.31
H 5.781 -0.204 4.142  0.44
H 4.028 -0.392 3.557  0.18
H 6.005 0.852 1.989  0.36
H 6.462 -0.859 1.512  0.34
H 4.390 -1.225 0.250  0.23
H 3.340 -0.234 1.512  -0.63
H 4.957 1.876 0.385  0.27
H 5.220 0.621 -0.925  0.29
H 3.476 1.715 -1.965  -0.58
H 2.735 2.349 -0.418  -0.06
H 2.452 0.213 -3.215  0.58
H 1.288 1.550 -2.768  0.33
H 0.098 -0.286 -3.973  0.50
H -0.545 -0.351 -2.255  -0.30
H 1.646 -2.361 -2.180  0.31
H 1.266 -2.295 -3.977  0.50
H 1.297 -1.807 0.222  0.16
H -0.317 -1.158 0.495  -0.16
H 2.253 2.338 1.657  0.13
H 1.615 0.789 2.401  -0.06
H 0.891 2.533 4.015  0.39
H 0.590 3.720 2.657  0.34
H -1.652 2.568 1.959  -0.05
H -1.583 3.046 3.729  0.47
H -0.819 0.546 4.229  0.17
H -1.599 0.099 2.536  -0.23
H -3.942 -0.073 2.337  0.44
H 0.673 2.701 -1.096  -0.20
H -0.102 3.457 0.391  0.66
H -2.414 0.365 -1.000  -0.25
C -4.767 -1.519 -2.997  -0.23
Br -4.661 -2.577 -4.617  0.09
Br -4.462 -2.594 -1.411  0.10
Br -3.588 0.021 -3.052  0.11
H -5.785 -1.137 -2.933  0.18
C 2.965 -7.316 -0.372  -0.39
Br 2.655 -8.922 0.669  -0.01
Br 1.392 -6.181 -0.430  0.02
Br 4.530 -6.347 0.243  -0.03
H 3.167 -7.632 -1.394  0.38
C 4.259 4.888 -2.606  -0.01
Br 5.536 4.585 -1.180  0.04
Br 4.088 3.339 -3.763  -0.04
Br 2.539 5.470 -1.922  0.02
H 4.650 5.699 -3.216  -0.04
C -7.067 -5.962 -5.748  -0.33
Br -5.841 -6.218 -4.266  -0.01
Br -8.321 -4.520 -5.407  -0.04
Br -6.128 -5.719 -7.427  -0.04
H -7.651 -6.877 -5.839  0.39
C 5.554 9.063 -1.612  0.03
Br 5.698 8.065 -3.269  0.05
Br 5.748 7.922 -0.055  -0.02
Br 6.791 10.555 -1.568  -0.03
H 4.550 9.481 -1.578  0.01
C -7.451 -0.300 6.233  0.20
Br -6.854 1.104 7.430  -0.02
Br -7.641 -1.998 7.150  -0.02
Br -9.074 0.197 5.292  -0.02
H -6.673 -0.430 5.481  -0.09
C -6.140 0.541 -6.891  0.06
Br -7.505 1.907 -7.064  -0.01
Br -6.530 -1.011 -7.987  0.01
Br -4.367 1.244 -7.244  -0.01
H -6.150 0.209 -5.854  -0.07
C 10.412 9.133 -0.454  0.01
Br 10.551 8.129 -2.108  0.00
Br 10.599 7.988 1.101  -0.01
Br 11.655 10.620 -0.407  -0.01
H 9.409 9.555 -0.420  0.01
C -8.197 -1.297 -0.261  -0.40
Br -8.105 -2.360 -1.881  0.00
Br -7.881 -2.370 1.321  0.03
Br -7.010 0.237 -0.342  -0.04
H -9.212 -0.910 -0.189  0.42
C -9.495 -6.361 -2.016  0.17
Br -8.154 -6.590 -0.634  0.00
Br -9.661 -7.940 -3.132  -0.04
Br -11.204 -5.815 -1.279  -0.03
H -9.153 -5.551 -2.660  -0.13
C 0.987 8.837 -3.798  0.10
Br -0.882 8.894 -3.286  0.00
Br 1.218 9.044 -5.712  0.01
Br 2.047 10.120 -2.801  0.01
H 1.358 7.847 -3.538  -0.10


Formula: C34H56CaCl4F8N7O10S2
Source: the OMol25 dataset
Level of theory: ωB97M-V with the def2-TZVPD basis set

Its largest force on an atom is 6.1 eV Å⁻¹. Its charge is +1. Its gap between HOMO and LUMO is 8.612 eV.

Each line ends with the Mulliken charge.
Positions of all 122 atoms, in Å:
Ca 1.974 -2.091 0.417  2.69
C 1.441 1.943 1.970  0.30
F 2.733 1.852 1.609  -0.19
F 1.371 2.288 3.231  -0.15
F 0.871 2.780 1.155  0.08
S 0.580 0.214 1.799  -0.59
O 1.369 -0.740 2.560  -0.03
O -0.761 0.371 2.330  -0.40
N 0.746 -0.227 0.204  0.55
S -0.632 0.177 -0.355  -0.28
O -1.624 -0.867 -0.194  -0.05
O -1.014 1.552 -0.100  0.15
C -0.137 0.175 -2.204  -0.54
F 0.648 1.223 -2.462  -0.09
F 0.517 -0.972 -2.465  -0.01
F -1.184 0.263 -2.984  0.13
C -3.871 -1.221 2.387  -0.25
C -5.047 -1.460 3.322  0.46
O -5.274 -0.681 4.232  -0.65
N -5.662 -2.665 3.222  -0.12
C -6.743 -3.019 4.088  -0.88
H -3.368 -0.352 2.811  0.10
H -4.250 -0.906 1.414  -0.20
H -3.054 -1.941 2.345  0.36
H -5.356 -3.277 2.487  0.21
H -6.237 -3.251 5.033  0.28
H -7.345 -3.848 3.728  0.35
H -7.406 -2.183 4.312  0.27
C 4.073 -0.903 3.917  -0.89
C 4.652 -1.338 2.569  0.42
O 3.959 -1.408 1.551  -0.31
N 5.984 -1.498 2.515  -0.21
C 6.783 -1.784 1.341  -0.91
H 3.306 -0.143 3.855  0.05
H 4.879 -0.582 4.578  0.46
H 3.673 -1.796 4.404  0.23
H 6.403 -1.625 3.423  0.25
H 6.634 -2.771 0.907  0.30
H 7.841 -1.766 1.612  0.40
H 6.754 -0.989 0.597  0.24
C 1.694 -5.227 3.954  -1.40
C 1.379 -3.827 3.485  0.57
O 1.572 -3.512 2.304  -0.61
N 0.760 -2.975 4.319  0.29
C 0.154 -3.341 5.607  -1.13
H 1.304 -5.609 4.894  0.45
H 2.775 -5.261 4.137  0.29
H 1.540 -6.017 3.221  0.31
H 0.449 -2.102 3.917  0.13
H -0.848 -2.958 5.818  0.30
H 0.798 -2.924 6.381  0.36
H -0.047 -4.383 5.847  0.35
C 0.563 -4.171 -2.871  -0.88
C -0.174 -3.927 -1.550  0.69
O 0.438 -3.549 -0.538  -0.91
N -1.487 -4.084 -1.615  -0.12
C -2.405 -3.955 -0.471  -0.68
H 0.894 -5.208 -2.815  0.39
H 1.297 -3.371 -2.915  -0.14
H -0.109 -4.133 -3.728  0.41
H -1.988 -4.242 -2.473  0.28
H -2.982 -3.043 -0.631  0.13
H -1.814 -3.949 0.439  0.16
H -3.169 -4.732 -0.504  0.39
C 1.820 5.810 1.437  -0.37
C 2.345 6.985 2.220  0.32
O 2.740 6.835 3.376  -0.68
N 2.317 8.198 1.664  -0.18
C 1.536 8.667 0.523  -0.73
H 2.223 5.802 0.422  0.26
H 0.731 5.894 1.421  0.23
H 2.077 4.827 1.821  -0.01
H 2.582 8.918 2.320  0.26
H 0.474 8.627 0.779  0.29
H 1.703 8.087 -0.382  0.21
H 1.778 9.713 0.350  0.33
C 3.844 1.047 -1.230  -0.35
C 3.756 -0.308 -1.900  0.29
O 3.122 -1.238 -1.389  -0.50
N 4.540 -0.468 -2.976  -0.16
C 4.656 -1.736 -3.703  -0.72
H 2.860 1.511 -1.257  -0.08
H 4.618 1.683 -1.654  0.59
H 4.117 0.845 -0.195  -0.12
H 4.824 0.355 -3.482  0.29
H 3.766 -2.326 -3.475  0.06
H 5.547 -2.261 -3.369  0.29
H 4.561 -1.605 -4.779  0.38
C -0.421 4.870 -1.780  0.21
Cl -1.067 3.606 -2.796  -0.09
Cl 1.210 5.309 -2.252  -0.20
H -1.001 5.778 -1.908  0.47
H -0.432 4.439 -0.784  -0.41
C -2.445 3.748 2.462  0.60
Cl -1.536 4.201 3.915  -0.18
Cl -2.361 5.084 1.263  -0.18
H -2.075 2.838 1.994  -0.66
H -3.459 3.509 2.772  0.40
F -0.684 -3.150 -7.077  -0.32
C -0.929 -1.844 -6.839  0.04
C -0.024 -1.204 -5.996  -0.02
C -0.069 0.185 -5.905  -0.59
C -1.069 0.898 -6.549  -0.44
C -1.911 0.249 -7.454  -0.61
C -1.851 -1.121 -7.572  -0.40
H 0.792 -1.808 -5.622  0.52
H 0.715 0.696 -5.362  0.45
H -1.076 1.977 -6.468  0.48
H -2.580 0.781 -8.116  0.42
H -2.476 -1.645 -8.284  0.44
F -4.786 1.784 1.005  -0.24
C -4.838 1.274 -0.242  -0.01
C -5.585 0.138 -0.538  -0.36
C -5.573 -0.310 -1.872  -0.86
C -4.663 0.226 -2.793  -0.41
C -3.843 1.255 -2.447  -0.45
C -3.899 1.706 -1.152  0.12
H -6.232 -0.325 0.196  0.59
H -6.231 -1.119 -2.156  0.41
H -4.617 -0.159 -3.805  0.47
H -3.071 1.757 -3.010  0.32
H -3.269 2.489 -0.746  0.39